(1)
Density functional theory data (ωB97M-V/def2-TZVPD) for a structure of composition C30H36BCeN3O2P at a distorted geometry.

Each line ends with the Mulliken charge.
CARTESIAN COORDINATES (ANGSTROEM)
Ce -0.0549 -1.2820 -2.1312  0.98
N 2.5594 -0.7801 -2.8661  -0.22
C 3.1587 0.5575 -2.9273  0.41
C 4.5365 0.6668 -3.0368  -0.52
C 5.1370 1.9119 -3.1237  -0.71
C 4.3517 3.0541 -3.1016  -0.85
C 2.9755 2.9487 -2.9914  -0.54
C 2.3578 1.7010 -2.8909  0.05
P 0.5343 1.5364 -2.8424  0.87
C -0.0643 3.2439 -3.0945  0.04
C -0.1411 4.1609 -2.0444  0.05
C -0.5652 5.4564 -2.2907  -0.78
C -0.9167 5.8447 -3.5770  -0.52
C -0.8400 4.9374 -4.6224  -0.72
C -0.4203 3.6376 -4.3835  -0.36
C 0.1498 1.3438 -1.0358  0.09
C -1.2086 1.1293 -0.7373  -0.14
C -1.6305 1.0530 0.5825  -1.09
C -0.7042 1.1862 1.6115  -0.61
C 0.6395 1.3658 1.3208  -0.76
C 1.0744 1.4233 0.0003  -0.13
H 2.8027 -1.2480 -3.7370  0.36
H 3.0632 -1.2965 -2.1457  0.39
H 5.1471 -0.2290 -3.0611  0.46
H 6.2115 1.9886 -3.2178  0.42
H 4.8100 4.0309 -3.1763  0.45
H 2.3742 3.8469 -2.9875  0.37
H 0.1412 3.8765 -1.0406  0.46
H -0.6195 6.1615 -1.4720  0.44
H -1.2497 6.8575 -3.7598  0.42
H -1.1099 5.2405 -5.6250  0.43
H -0.3585 2.9296 -5.2018  0.44
H -1.9432 1.1608 -1.5430  0.54
H -2.6813 0.9277 0.8099  0.51
H -1.0329 1.1504 2.6418  0.48
H 1.3593 1.4563 2.1229  0.56
H 2.1219 1.5866 -0.2241  0.53
N -2.6137 -1.7412 -2.8717  -0.47
C -2.7383 -3.1054 -3.4621  -0.65
C -1.8191 -4.1000 -2.7670  -0.63
N -0.3996 -3.8212 -3.1169  -0.56
H -3.1733 -1.7282 -2.0212  0.28
H -3.0817 -1.0922 -3.4975  0.26
H -2.4630 -3.0440 -4.5162  0.35
H -3.7646 -3.4677 -3.4055  0.42
H -2.1156 -5.1076 -3.0594  0.46
H -1.9251 -4.0205 -1.6808  0.34
H -0.2661 -4.0521 -4.0973  0.26
H 0.1888 -4.4740 -2.6050  0.27
C -2.4097 -0.6590 5.5351  -1.58
C -1.3362 -1.7525 5.6563  2.05
C -0.5523 -1.5142 6.9492  -2.17
C -2.0158 -3.1296 5.7467  -1.59
C -0.4433 -1.7186 4.4181  0.27
C 0.9300 -1.4643 4.4931  -0.27
C 1.7587 -1.4545 3.3752  -1.74
C 1.1674 -1.7019 2.1586  1.25
O 1.7207 -1.7237 0.8991  -0.70
B 0.7019 -2.0192 0.0072  0.48
O -0.5163 -2.1198 0.7318  -0.51
C -0.1962 -1.9347 2.0631  0.12
C -1.0174 -1.9593 3.1654  -0.79
H -3.0581 -0.6786 6.4120  0.47
H -3.0365 -0.8044 4.6534  0.31
H -1.9477 0.3291 5.4766  0.33
H -1.2350 -1.5832 7.7957  0.44
H -0.1011 -0.5205 6.9676  0.44
H 0.2278 -2.2636 7.0911  0.45
H -2.5698 -3.2053 6.6828  0.47
H -1.2736 -3.9289 5.7228  0.37
H -2.7193 -3.2870 4.9277  0.32
H 1.3845 -1.2676 5.4528  0.54
H 2.8208 -1.2652 3.4616  0.49
H -2.0765 -2.1558 3.0567  0.46

**Frontier orbital gap (spin up / spin down)**: 7.14 / 7.22 eV
**Energy**: -63142.980 eV
**<S²>**: 0.7516
**Total charge**: +2
**Spin multiplicity**: 2

=====

(2)
Density functional theory data (ωB97M-V/def2-TZVPD) for a structure of composition C4H7AgO2 at a distorted geometry.

Each line ends with the Mulliken charge.
CARTESIAN COORDINATES (ANGSTROEM)
O 1.8836 -0.6919 -0.1855  -0.44
C 0.7168 -1.0157 -0.3463  0.23
C -0.4544 -0.1260 -0.2221  -0.66
H -0.9661 -0.0918 -1.2041  0.36
H 0.4830 -2.0846 -0.5380  0.38
H -0.1337 0.9220 -0.1180  0.24
Ag 3.2461 0.9260 0.5267  0.39
C -1.0307 -0.8772 2.1547  -0.40
C -1.6242 -0.4238 0.8152  -0.59
O -0.3862 0.0894 2.8515  -0.64
H -0.3589 -1.7732 1.8067  0.17
H -2.2655 0.4616 0.9615  0.33
H -2.2545 -1.2068 0.3632  0.33
H -1.8733 -1.3634 2.7121  0.30

**Relative energy (zero: lowest compared OMol25 entry of this formula, charge and spin)**: 36.0 kcal per mole
**Frontier orbital gap (spin up / spin down)**: 6.40 / 2.78 eV
**Energy**: -12350.329 eV

=====

(3)
Density functional theory data (ωB97M-V/def2-TZVPD) for a cluster of 3 separate species, C2H5BrCl2NO2 in total at a distorted geometry.

Each line ends with the Mulliken charge.
CARTESIAN COORDINATES (ANGSTROEM)
Br 1.3275 0.1620 0.5945  -0.87
C -0.9181 -2.0059 -1.5156  -0.60
N 0.1365 -2.9972 -1.9327  0.86
O 1.2902 -2.6219 -1.9763  -0.47
O -0.1396 -4.1568 -2.1224  -0.58
H -1.7010 -1.9960 -2.2739  0.26
H -0.4111 -1.0464 -1.4131  0.21
H -1.2919 -2.4146 -0.5768  0.26
C 0.4790 3.3935 2.3800  0.01
Cl 0.3380 4.3084 0.7647  -0.19
Cl -1.1944 2.8956 2.9334  -0.17
H 1.0592 2.5664 1.9709  0.00
H 1.0256 3.9130 3.1672  0.28

**Relative energy (zero: lowest compared OMol25 entry of this formula, charge and spin)**: 12.2 kcal per mole
**Frontier orbital gap**: 7.29 eV
**Energy**: -102827.092 eV
**Total charge**: -1

=====

(4)
Density functional theory data (ωB97M-V/def2-TZVPD) for a cluster of 6 separate species, C34H76F12N3O3P3 in total at a distorted geometry.

Each line ends with the Mulliken charge.
CARTESIAN COORDINATES (ANGSTROEM)
N 18.6135 14.6004 10.3840  0.96
O 19.5128 15.2738 9.8724  -0.73
O 18.5289 13.3816 10.2166  -0.58
O 17.6587 15.1577 10.9778  -0.64
C 28.0053 11.9479 2.1539  -1.30
C 26.4874 12.1380 2.2634  -0.66
C 25.8296 11.3172 3.4358  -0.67
C 24.2424 11.4449 3.5846  -1.18
P 23.6123 11.9165 5.2258  0.97
C 24.0031 10.6878 6.5596  -1.05
C 23.2446 10.9613 7.9002  -0.38
C 23.7250 10.2337 9.1168  -0.88
C 23.1106 8.8548 9.4644  -1.35
C 21.8637 12.1491 5.0670  -1.21
C 21.0502 10.7195 5.1756  -0.74
C 19.5244 10.9000 5.4256  -0.59
C 18.8586 11.3909 4.1420  -1.28
C 24.1289 13.5638 5.6904  -1.21
C 25.6765 13.9132 5.9375  -0.66
C 26.2849 13.1110 7.1100  0.24
C 27.3605 13.9891 7.7941  -1.52
H 28.4847 12.6046 2.8799  0.32
H 28.3901 12.3658 1.2236  0.38
H 28.3364 10.9442 2.4204  0.34
H 25.9834 11.8166 1.3519  0.39
H 26.1286 13.1412 2.4933  0.41
H 26.4393 11.5107 4.3183  0.34
H 25.8658 10.2460 3.2379  0.48
H 23.7869 10.5233 3.2224  0.64
H 23.9257 12.2570 2.9301  0.53
H 25.0894 10.6650 6.6464  0.70
H 23.7432 9.7100 6.1540  0.71
H 22.2081 10.6524 7.7648  0.19
H 23.2085 12.0107 8.1926  0.40
H 23.7557 10.8700 10.0013  0.43
H 24.7658 9.9275 9.0113  0.25
H 23.0807 8.2913 8.5318  0.30
H 22.0950 8.7644 9.8496  0.39
H 23.6907 8.3376 10.2287  0.37
H 21.6900 12.6877 4.1355  0.64
H 21.4787 12.8517 5.8060  0.59
H 21.3508 10.0295 5.9640  0.34
H 21.2139 10.1183 4.2813  0.41
H 19.4006 11.6700 6.1870  0.33
H 19.0154 9.9657 5.6626  0.36
H 19.0351 10.7775 3.2584  0.33
H 19.1552 12.3707 3.7677  0.30
H 17.8055 11.4867 4.4063  0.41
H 23.5557 13.8733 6.5643  0.66
H 23.7242 14.1537 4.8681  0.58
H 25.8696 14.9845 5.9922  0.63
H 26.3606 13.5347 5.1781  -0.04
H 26.8437 12.2773 6.6848  0.22
H 25.5024 12.9944 7.8599  0.00
H 28.3634 14.0307 7.3691  0.34
H 27.5019 13.6914 8.8331  0.39
H 26.9542 14.9969 7.8792  0.38
C 18.2593 22.0147 -0.9094  -1.38
C 18.9001 21.1002 0.1629  -0.45
C 18.8784 21.8099 1.5366  -0.66
C 19.3269 20.8017 2.6652  -0.95
N 18.3898 20.7855 3.9108  0.35
C 16.9043 20.4686 3.5195  -0.65
C 16.3994 19.4189 4.3954  -0.56
C 17.6193 18.6255 4.7167  -0.54
C 18.8652 19.5728 4.7771  -0.67
C 18.5403 22.1192 4.6686  -1.08
H 18.7506 22.9834 -1.0003  0.34
H 17.1789 22.1422 -0.8409  0.35
H 18.3832 21.5442 -1.8848  0.40
H 19.9226 20.8617 -0.1298  0.35
H 18.3314 20.1712 0.2029  0.32
H 17.8551 22.0751 1.8024  0.32
H 19.4580 22.7312 1.5948  0.52
H 20.2758 21.1754 3.0498  0.44
H 19.3296 19.7743 2.3012  0.55
H 16.2728 21.3540 3.4467  0.39
H 16.9849 20.1886 2.4692  0.30
H 16.0016 19.8535 5.3124  0.32
H 15.6556 18.8458 3.8419  0.36
H 17.6277 18.0306 5.6300  0.45
H 17.9366 17.9821 3.8960  0.31
H 19.1230 19.9891 5.7509  0.33
H 19.8081 19.1282 4.4585  0.37
H 18.2421 22.9020 3.9712  0.39
H 19.5630 22.2674 5.0152  0.38
H 17.7812 22.1468 5.4504  0.40
C 16.6796 20.3897 18.4742  -1.03
C 18.1571 20.0129 18.2730  -0.66
C 18.6718 20.5720 16.9482  -0.87
C 17.9500 20.3057 15.5504  -0.79
N 18.6527 20.6190 14.2528  0.13
C 17.6981 20.5154 13.0275  -0.51
C 17.1026 21.9057 12.9587  -0.54
C 17.9309 22.9550 13.7225  -0.62
C 19.0797 22.1016 14.2573  -0.65
C 19.9108 19.6341 14.1992  -0.99
H 16.0844 20.0840 19.3347  0.36
H 16.1802 19.9333 17.6195  0.23
H 16.7788 21.4727 18.4022  0.29
H 18.3950 18.9492 18.2617  0.36
H 18.6840 20.4215 19.1354  0.34
H 19.7500 20.4375 16.8617  0.34
H 18.6992 21.6417 17.1556  0.39
H 16.9748 20.7908 15.5924  0.63
H 17.6891 19.2534 15.4376  0.50
H 18.2846 20.4254 12.1131  0.37
H 17.0130 19.7011 13.2635  0.30
H 16.9939 22.0322 11.8815  0.43
H 16.0986 21.8226 13.3747  0.26
H 18.1947 23.8303 13.1288  0.37
H 17.5651 23.4418 14.6266  0.33
H 19.9008 22.1472 13.5419  0.45
H 19.4490 22.4102 15.2353  0.37
H 20.4638 19.9121 13.3020  0.42
H 19.5550 18.6251 13.9910  0.43
H 20.5847 19.9087 15.0108  0.37
P 16.4447 6.7206 10.0880  1.14
F 17.4201 6.8247 8.8496  -0.34
F 17.4263 5.6366 10.9362  -0.39
F 17.2688 8.0131 10.6455  -0.35
F 15.4842 6.5204 11.4306  -0.38
F 15.2586 7.7350 9.5975  -0.34
F 15.6599 5.5372 9.3882  -0.34
P 12.3367 13.3168 7.7364  1.18
F 11.8307 12.6377 9.2168  -0.40
F 12.3765 11.8404 7.1052  -0.33
F 10.7818 13.5317 7.3565  -0.34
F 12.8724 14.0811 6.3275  -0.39
F 12.4614 14.7560 8.5207  -0.36
F 13.8588 12.9240 8.2958  -0.36

**Frontier orbital gap**: 4.15 eV
**Energy**: -107577.001 eV

=====

(5)
Density functional theory data (ωB97M-V/def2-TZVPD) for an isolated molecule of C8H15N at a distorted geometry.

Each line ends with the Mulliken charge.
CARTESIAN COORDINATES (ANGSTROEM)
C 0.7012 0.1324 1.7731  -0.56
C -0.6451 -0.6336 1.5914  -0.71
C -0.9397 -1.3968 0.1331  -0.97
C -1.0746 -0.5045 -1.2486  0.06
C -0.9793 0.8442 -0.8748  -0.80
C 0.5191 0.3305 -0.9630  -0.41
C 0.1438 -0.4454 -2.1414  -0.53
C 1.3013 1.3986 1.0027  -0.66
H 1.5412 -0.5908 1.5994  0.28
H 0.7382 0.7069 2.6752  0.34
H -0.8687 -1.4890 2.3539  0.33
H -1.4660 0.0526 1.6783  0.38
H -2.0612 -1.5378 0.3163  0.28
H -0.2564 -2.2357 0.3051  0.47
H -2.1185 -0.8183 -1.7188  0.42
H -1.5581 1.1791 0.0126  0.21
H -1.0364 1.3824 -1.7260  0.50
H 0.6212 -0.5925 -0.3422  0.28
H -0.2713 -0.0276 -3.1856  0.25
H 0.7809 -1.3708 -2.3981  0.27
H 2.3249 0.8092 -0.8542  0.25
H 0.7067 2.2483 1.1486  0.39
H 2.3775 1.4263 1.3758  0.38
N 1.5193 1.1324 -0.5127  -0.46

**Relative energy (zero: lowest compared OMol25 entry of this formula, charge and spin)**: 149.7 kcal per mole
**Frontier orbital gap**: 9.01 eV
**Energy**: -10022.882 eV

=====

(6)
Density functional theory data (ωB97M-V/def2-TZVPD) for a cluster of 6 separate species, C21H53N4O10 in total at a distorted geometry.

Each line ends with the Mulliken charge.
CARTESIAN COORDINATES (ANGSTROEM)
N -1.8601 0.0561 1.6968  1.09
O -2.6333 0.0400 2.6399  -0.70
O -0.7644 -0.3128 1.8254  -0.68
O -2.3330 0.3695 0.6220  -0.71
C -5.6438 -4.9261 3.8698  -1.35
C -4.7343 -4.3372 5.0572  0.46
C -3.2883 -4.6286 4.7296  -0.85
O -2.4186 -4.0535 5.7573  -0.32
C -1.0109 -4.0899 5.4527  -0.76
N -4.9784 -2.9262 5.1894  -0.64
H -6.6330 -4.4688 3.8442  0.38
H -5.6873 -6.0152 3.8788  0.37
H -5.2118 -4.7652 2.8821  0.35
H -4.9468 -4.7762 6.0320  0.27
H -3.0906 -4.1348 3.7782  0.36
H -3.0656 -5.6870 4.5938  0.38
H -0.6500 -3.4176 4.6743  0.30
H -0.6420 -5.0927 5.2372  0.30
H -0.4334 -3.7941 6.3285  0.27
H -4.9207 -2.3367 4.3713  0.24
H -5.9735 -2.9786 5.3538  0.24
C -0.8030 1.7419 -5.2104  -1.52
C -0.7303 3.2290 -4.8813  0.59
C -0.7016 4.1602 -6.1097  -0.64
O 0.6011 4.2101 -6.7489  -0.32
C 0.7747 5.1528 -7.7927  -0.74
N -1.9275 3.5289 -4.1051  -0.79
H 0.0629 1.3903 -5.7714  0.34
H -1.6049 1.5255 -5.9162  0.34
H -0.9673 1.1329 -4.3215  0.40
H 0.1201 3.3514 -4.2105  0.29
H -1.0668 5.1483 -5.8293  0.33
H -1.5173 3.8946 -6.7821  0.33
H 0.1500 6.0459 -7.7786  0.33
H 0.7152 4.6502 -8.7581  0.25
H 1.7745 5.5680 -7.6655  0.25
H -1.6115 4.3710 -3.6456  0.28
H -1.9687 2.8419 -3.3660  0.28
C -6.0074 3.6923 2.1949  -0.26
C -6.1554 2.9728 0.8494  -0.48
O -6.1273 1.5309 0.9552  -0.53
O -4.7127 3.4899 2.7551  -0.49
H -6.8286 3.2536 2.7618  0.22
H -6.1954 4.7582 2.0666  0.33
H -5.3602 3.2584 0.1609  0.27
H -7.1099 3.2363 0.3938  0.31
H -5.2081 1.2566 0.9919  0.32
H -4.5653 2.5467 2.8564  0.30
C 1.5918 4.1755 2.3080  -0.15
C 2.5871 5.1829 2.8068  -0.53
O 2.1453 6.5359 2.9221  -0.50
O 0.6313 3.8339 3.3196  -0.54
H 2.0618 3.2629 1.9413  0.23
H 1.1077 4.7674 1.5312  0.21
H 3.3711 5.1747 2.0496  0.33
H 3.1568 4.8896 3.6886  0.32
H 2.8740 7.0305 2.5399  0.31
H 0.2844 2.9578 3.1363  0.32
C 5.3316 -0.1109 0.1171  -2.00
C 4.5341 -1.0564 -0.7252  1.79
C 5.3511 -1.4329 -1.9583  -1.20
C 4.8009 -2.5899 -2.7802  -0.63
C 4.4319 -3.8143 -1.9322  -1.35
C 3.4713 -3.4251 -0.8021  1.64
N 4.0886 -2.3701 -0.0253  0.03
O 3.3359 -2.0068 1.1390  -0.47
C 2.0731 -3.2410 -1.3826  -1.66
C 3.3263 -4.6658 0.0854  -1.85
C 3.3247 -0.2735 -1.3507  -1.71
H 5.6612 0.8185 -0.3473  0.36
H 6.2612 -0.5850 0.4323  0.43
H 4.7306 0.0371 1.0143  0.42
H 5.4135 -0.6157 -2.6769  0.33
H 6.3620 -1.6809 -1.6350  0.40
H 5.5571 -2.9087 -3.4976  0.40
H 3.9206 -2.2066 -3.2962  0.29
H 5.3242 -4.3493 -1.6070  0.44
H 4.0226 -4.5995 -2.5678  0.48
H 1.8094 -2.4337 -2.0657  0.28
H 1.7759 -4.1282 -1.9418  0.42
H 1.3886 -3.1643 -0.5377  0.48
H 4.3487 -4.8439 0.4185  0.47
H 2.7205 -4.5766 0.9872  0.34
H 3.1252 -5.4935 -0.5948  0.40
H 2.9206 -0.7593 -2.2389  0.31
H 3.6149 0.7346 -1.6467  0.46
H 2.5542 -0.1060 -0.5981  0.33
H 2.4984 -1.6269 0.8634  0.38

**Frontier orbital gap**: 6.87 eV
**Energy**: -49064.769 eV
**Total charge**: -1